(1)
Computed, not measured: a cluster of 9 separate species, C5H28N2O9 in total at a distorted geometry, with ωB97M-V/def2-TZVPD.

LUMO energy ... 0.32 eV
HOMO-LUMO gap ... 9.93 eV
SMILES string ... CCCNCC(N)=O.O.O.O.O.O.O.O.O

The geometry in XYZ format:
```
44
C5H28N2O9 | the OMol25 dataset | ωB97M-V/def2-TZVPD
C -0.211 3.507 0.228
C -1.325 3.456 -0.968
C -0.427 2.296 1.143
N -0.052 0.943 0.557
C -0.590 -0.113 1.397
C -0.146 -1.414 0.750
N 0.598 -2.195 1.555
O -0.432 -1.815 -0.352
H -0.546 4.426 0.772
H 0.764 3.675 -0.264
H -1.175 2.401 -1.278
H -2.161 3.808 -0.366
H -1.171 4.153 -1.819
H -1.342 2.277 1.598
H 0.165 2.461 2.040
H -0.501 0.844 -0.355
H -1.696 -0.077 1.505
H -0.110 -0.037 2.342
H 1.115 -1.907 2.325
H 0.840 -3.049 1.096
H -5.068 1.283 -0.124
H -4.182 0.033 -0.482
O -4.617 0.453 0.284
H 3.201 -1.759 0.383
H 4.016 -2.760 0.858
O 3.099 -2.455 0.908
H 1.104 -0.893 4.670
H 0.054 -2.132 4.671
O 0.790 -1.697 4.332
H 1.160 -3.724 -2.374
H 2.013 -3.867 -1.102
O 1.936 -4.244 -2.036
H -2.924 -1.013 -2.097
H -1.818 -0.934 -0.848
O -2.548 -0.481 -1.419
H -0.330 0.344 -3.633
H -1.025 -0.938 -3.454
O -0.253 -0.520 -3.858
H 2.266 0.522 0.708
H 2.887 1.834 0.453
O 3.040 1.115 1.148
H 1.163 -0.847 -2.765
H 2.391 -0.408 -3.532
O 2.046 -0.554 -2.596
```

Mulliken population analysis, charges in e, atoms 1 to 2: atom 1 (C): -0.58, atom 2 (C): -0.81

=====

(2)
Computed, not measured: a cluster of 2 separate species, C10H13NO in total at a distorted geometry, with ωB97M-V/def2-TZVPD.

LUMO energy ... 0.76 eV
HOMO-LUMO gap ... 9.08 eV
SMILES string ... C=Cc1ccccc1.C/C=N\O

The geometry in XYZ format:
```
25
C10H13NO | the OMol25 dataset | ωB97M-V/def2-TZVPD
C -2.359 -0.234 1.600
C -3.276 -0.660 0.604
C -1.178 0.490 1.264
C -2.859 -0.569 -0.671
C -0.827 0.606 -0.094
C -1.629 0.054 -1.081
C 2.490 0.885 0.818
C 3.043 0.511 2.064
C -0.007 -0.026 -2.943
C -1.214 -0.221 -2.453
N 2.347 0.035 -0.178
O 2.661 -1.310 -0.004
H -2.523 -0.406 2.680
H -4.222 -0.832 0.889
H -0.551 0.785 2.010
H -3.483 -1.006 -1.473
H 0.032 1.171 -0.521
H 2.232 1.880 0.515
H 3.154 1.369 2.678
H 4.065 0.018 1.788
H 2.583 -0.337 2.441
H 0.857 0.276 -2.343
H 0.419 -0.051 -3.929
H 2.309 -1.867 -0.636
H -2.066 -0.561 -3.025
```

Mulliken population analysis, charges in e, atoms 1 to 2: atom 1 (C): -0.31, atom 2 (C): -0.78

=====

(3)
Computed, not measured: a structure of composition CH2ClFS at a distorted geometry, with ωB97M-V/def2-TZVPD.

LUMO energy ... -0.29 eV
HOMO-LUMO gap ... 9.00 eV

The geometry in XYZ format:
```
6
CH2ClFS | the OMol25 dataset | ωB97M-V/def2-TZVPD
C -0.837 -1.976 0.672
F -1.804 0.526 -0.286
S -2.685 -0.745 0.190
Cl 0.528 -1.388 -0.229
H -0.915 -2.988 0.430
H -1.007 -1.666 1.694
```

Mulliken population analysis, charges in e, atoms 1 to 2: atom 1 (C): -0.49, atom 2 (F): -0.21

=====

(4)
Computed, not measured: a structure of composition C5H15CoFN5O10 at a distorted geometry, with ωB97M-V/def2-TZVPD.

LUMO energy (spin up / spin down) ... -6.61 / -6.72 eV
Charge ... +1
HOMO-LUMO gap (spin up / spin down) ... 7.07 / 6.96 eV
⟨S²⟩ ... 3.7549
Multiplicity ... 4

The geometry in XYZ format:
```
37
C5H15CoFN5O10 | the OMol25 dataset | ωB97M-V/def2-TZVPD
Co 12.125 -2.990 27.672
F 13.908 -2.273 27.061
C 13.130 -4.783 23.788
N 11.868 -4.459 24.411
O 10.874 -4.992 23.975
O 11.962 -3.653 25.345
H 13.813 -4.664 24.629
H 13.221 -3.996 23.039
H 13.127 -5.766 23.317
C 16.347 -0.525 29.185
N 14.981 0.127 29.559
O 14.165 -0.502 30.245
O 14.818 1.311 29.371
H 16.167 -0.704 28.125
H 16.421 -1.470 29.723
H 17.239 0.082 29.341
C 12.418 0.044 25.045
N 12.003 0.077 26.488
O 11.581 -0.941 27.018
O 12.211 1.132 26.999
H 12.240 -0.942 24.616
H 13.492 0.226 25.097
H 11.884 0.876 24.586
C 15.832 -4.667 28.250
N 16.277 -5.093 26.838
O 15.432 -5.472 25.992
O 17.491 -5.081 26.639
H 16.631 -4.880 28.961
H 14.898 -5.190 28.457
H 15.622 -3.601 28.169
C 16.352 -1.669 25.140
N 15.543 -2.269 24.141
O 15.850 -3.369 23.670
O 14.541 -1.648 23.677
H 15.727 -0.881 25.561
H 17.186 -1.230 24.592
H 16.577 -2.415 25.901
```

Mulliken population analysis, charges in e, atoms 1 to 2: atom 1 (Co): 1.05, atom 2 (F): -0.07

=====

(5)
Computed, not measured: the molecule C17H21N3O3, with ωB97M-V/def2-TZVPD.

LUMO energy ... 0.11 eV
HOMO-LUMO gap ... 8.27 eV
SMILES string ... CCOC(=O)N1CCN(Cc2ccc(O)c3ncccc23)CC1

The geometry in XYZ format:
```
44
C17H21N3O3 | the OMol25 dataset | ωB97M-V/def2-TZVPD
C -5.072 -2.806 0.232
C -4.401 -1.780 1.126
H -5.135 -1.237 1.731
H -3.685 -2.254 1.808
O -3.705 -0.852 0.295
C -3.073 0.145 0.956
O -3.065 0.246 2.162
N -2.498 1.034 0.115
C -2.347 0.843 -1.307
H -2.983 0.022 -1.633
C -0.880 0.553 -1.636
N -0.060 1.650 -1.157
C -0.184 1.781 0.283
C -1.642 2.073 0.639
H -1.775 2.111 1.721
H -1.942 3.027 0.194
H 0.433 2.617 0.616
H 0.141 0.869 0.813
C 1.317 1.616 -1.642
C 2.123 0.424 -1.179
C 2.040 -0.753 -1.886
C 2.673 -1.932 -1.482
C 3.419 -1.946 -0.329
C 3.555 -0.747 0.422
N 4.319 -0.832 1.530
C 4.496 0.239 2.253
C 3.942 1.484 1.920
C 3.160 1.587 0.801
C 2.915 0.450 -0.002
H 2.743 2.544 0.528
H 4.139 2.344 2.542
H 5.112 0.122 3.135
O 4.038 -3.057 0.111
H 4.501 -2.806 0.930
H 2.580 -2.833 -2.066
H 1.465 -0.776 -2.801
H 1.263 1.609 -2.734
H 1.787 2.554 -1.339
H -0.763 0.476 -2.719
H -0.594 -0.410 -1.179
H -2.651 1.767 -1.810
H -5.772 -2.316 -0.440
H -4.328 -3.329 -0.363
H -5.610 -3.525 0.843
```

Mulliken population analysis, charges in e, atoms 1 to 2: atom 1 (C): -1.24, atom 2 (C): -0.21

=====

(6)
Computed, not measured: the molecule C5H9NO at a distorted geometry, with ωB97M-V/def2-TZVPD.

LUMO energy (spin up / spin down) ... 0.19 / 0.21 eV
HOMO-LUMO gap (spin up / spin down) ... 8.76 / 8.60 eV

The geometry in XYZ format:
```
16
C5H9NO | the OMol25 dataset | ωB97M-V/def2-TZVPD
C 1.634 -1.395 0.199
C 0.135 -1.417 -0.050
N -0.782 -0.999 0.892
C -0.431 -0.135 -1.018
C -0.392 1.331 -0.706
C -1.176 1.888 0.407
O 0.245 1.728 0.484
H 2.058 -1.205 -0.785
H 2.073 -2.325 0.591
H 1.911 -0.572 0.867
H -0.208 -2.334 -0.540
H -0.265 -0.436 1.588
H -1.279 -0.232 -1.745
H -0.243 2.004 -1.571
H -1.512 2.924 0.413
H -1.769 1.174 0.975
```

Mulliken population analysis, charges in e, atoms 1 to 2: atom 1 (C): -1.14, atom 2 (C): 0.41

=====

Number 4 is which compound? C5H15CoFN5O10

=====

Copy entry 6 word for word.
Computed, not measured: the molecule C5H9NO at a distorted geometry, with ωB97M-V/def2-TZVPD.

LUMO energy (spin up / spin down) ... 0.19 / 0.21 eV
HOMO-LUMO gap (spin up / spin down) ... 8.76 / 8.60 eV

The geometry in XYZ format:
```
16
C5H9NO | the OMol25 dataset | ωB97M-V/def2-TZVPD
C 1.634 -1.395 0.199
C 0.135 -1.417 -0.050
N -0.782 -0.999 0.892
C -0.431 -0.135 -1.018
C -0.392 1.331 -0.706
C -1.176 1.888 0.407
O 0.245 1.728 0.484
H 2.058 -1.205 -0.785
H 2.073 -2.325 0.591
H 1.911 -0.572 0.867
H -0.208 -2.334 -0.540
H -0.265 -0.436 1.588
H -1.279 -0.232 -1.745
H -0.243 2.004 -1.571
H -1.512 2.924 0.413
H -1.769 1.174 0.975
```

Mulliken population analysis, charges in e, atoms 1 to 2: atom 1 (C): -1.14, atom 2 (C): 0.41